Density functional theory data (ωB97M-V/def2-TZVPD) for C28H36BN9OPdS2Si as an isolated structure at a distorted geometry.

Summary:
Total charge   +2
Kohn-Sham gap (alpha / beta)   9.1 / 5.1 eV
Strongest force on any atom   0.029 hartree/bohr
2S+1   5
DFT total energy   -2894.74003 hartree
E_HOMO (alpha / beta)   -14.254 / -14.216 eV

Last column: Löwdin spin population.
Geometry (Å):
Pd 0.9172 1.5998 -0.4722  1.52
C 1.0075 1.5635 3.8595  0.01
C 1.3778 1.0064 2.6382  0.01
N 1.1279 1.8807 1.6618  0.16
N 0.5761 2.9733 2.2074  0.01
C 0.4991 2.8102 3.5364  0.00
B 0.0429 4.1394 1.3399  0.00
N 1.1290 4.5499 0.3243  0.01
C 1.7527 5.7325 0.2054  0.00
C 2.5348 5.7039 -0.9343  0.01
C 2.3241 4.4337 -1.4730  0.01
N 1.4728 3.7574 -0.7040  0.15
N -1.1566 3.6190 0.5098  0.01
C -2.3947 4.1303 0.4289  0.00
C -3.0930 3.4431 -0.5467  0.00
C -2.1835 2.5050 -1.0319  0.01
N -1.0246 2.6297 -0.3878  0.13
H 1.1059 1.1260 4.8375  0.00
H 1.8237 0.0482 2.4236  0.00
H 0.1062 3.5880 4.1700  0.00
H -0.2796 5.0544 2.0229  0.00
H 1.5933 6.5212 0.9221  0.00
H 3.1481 6.4912 -1.3363  0.00
H 2.7243 4.0059 -2.3783  0.00
H -2.7104 4.9416 1.0635  0.00
H -4.1033 3.6126 -0.8753  0.00
H -2.3077 1.7719 -1.8128  0.00
C 6.0026 -2.8466 -2.0698  0.01
Si 4.9382 -2.5125 -0.5528  0.01
C 5.9980 -2.8440 0.9758  0.01
C 3.3524 -3.5087 -0.5031  0.01
C 4.6177 -0.6195 -0.4935  0.12
C 5.7113 0.2186 -0.2494  -0.01
C 5.5586 1.5869 -0.1161  0.12
C 4.2739 2.1362 -0.1978  0.04
N 3.2296 1.3800 -0.4487  0.16
C 3.3870 0.0468 -0.6131  0.08
S 1.8675 -0.6646 -1.0190  0.78
H 6.3142 -3.8922 -2.0588  0.00
H 6.9001 -2.2271 -2.0640  0.00
H 5.4575 -2.6631 -2.9973  0.00
H 6.2558 -3.9040 1.0009  0.00
H 5.4644 -2.6015 1.8969  0.00
H 6.9285 -2.2765 0.9528  0.00
H 3.6027 -4.5616 -0.3595  0.00
H 2.7809 -3.4325 -1.4290  0.00
H 2.7080 -3.2106 0.3277  0.00
H 6.6981 -0.2181 -0.1548  0.00
H 6.4058 2.2360 0.0565  0.01
H 4.1005 3.1950 -0.0538  0.00
C -5.5740 -0.2092 1.3995  0.00
C -4.1678 0.0047 1.9525  0.00
C -3.3461 -1.2850 2.0208  0.02
N -3.0187 -1.8075 0.6890  0.02
C -2.0066 -1.4101 -0.0450  0.06
S -0.9089 -0.2567 0.6141  0.49
N -1.7551 -1.9023 -1.2867  0.01
C -2.2352 -3.0890 -1.9628  0.00
O -1.4102 -3.7153 -2.5624  0.00
C -3.6775 -3.4038 -1.9435  0.00
C -4.6504 -2.4123 -2.1034  0.00
C -5.9863 -2.7654 -2.1869  0.00
C -6.3614 -4.1009 -2.1062  0.00
C -5.3955 -5.0885 -1.9632  0.00
C -4.0562 -4.7459 -1.9001  0.00
H -6.1146 0.7364 1.3857  0.00
H -6.1357 -0.9024 2.0276  0.00
H -5.5581 -0.6001 0.3810  0.00
H -4.2373 0.4146 2.9614  0.00
H -3.6253 0.7293 1.3389  0.00
H -3.9024 -2.0653 2.5379  0.00
H -2.4177 -1.1119 2.5657  0.01
H -3.6846 -2.4410 0.2628  0.00
H -0.8513 -1.6441 -1.6523  0.00
H -4.3598 -1.3725 -2.2090  0.00
H -6.7386 -2.0012 -2.3302  0.00
H -7.4065 -4.3709 -2.1755  0.00
H -5.6878 -6.1287 -1.9167  0.00
H -3.2938 -5.5100 -1.8212  0.00

Force components x, y, z for each atom (eV/Å):
Pd 0.4482 1.4351 0.0295
C 0.0055 -0.0717 -0.0139
C 0.0831 0.1774 0.1388
N -0.1648 -0.4112 -0.4291
N -0.0853 0.1193 0.2673
C 0.0827 -0.0774 -0.0022
B 0.0505 -0.3093 -0.2929
N 0.0477 0.3429 0.1391
C 0.0785 0.0415 -0.1091
C 0.0024 -0.0605 -0.0436
C -0.0349 0.1631 0.0059
N -0.0607 -0.4918 0.0555
N -0.1186 0.2322 0.1352
C -0.1619 -0.0960 -0.0681
C 0.0118 -0.0115 -0.0415
C -0.0229 0.1151 0.0585
N 0.0331 -0.4685 -0.1894
H 0.0051 0.0259 -0.0053
H -0.0171 -0.0055 -0.0157
H -0.0022 0.0266 -0.0547
H -0.0245 0.0652 0.0811
H -0.0433 -0.0386 0.0089
H -0.0193 0.0069 0.0235
H 0.0007 -0.0700 0.0277
H 0.1017 0.0191 0.0084
H 0.0091 -0.0006 0.0214
H 0.0184 -0.0310 0.0210
C -0.5060 0.1611 0.2131
Si 0.7469 -0.5422 0.0964
C -0.4711 0.1699 -0.2706
C 0.0808 0.2299 -0.0697
C -0.2357 -0.2026 -0.0603
C 0.1079 0.1319 0.0336
C 0.1018 -0.2458 -0.0595
C -0.2111 0.1018 -0.0292
N -0.2152 0.0151 0.1049
C -0.1938 -0.1193 -0.1449
S 0.2658 -0.1664 0.1822
H 0.0095 -0.0076 -0.0077
H 0.0153 0.0007 -0.0074
H 0.0658 -0.0151 -0.0316
H 0.0092 -0.0092 0.0101
H 0.0602 -0.0278 0.0309
H 0.0256 -0.0225 0.0215
H 0.0610 0.0020 0.0059
H 0.0025 -0.0364 -0.0004
H 0.0165 -0.0355 0.0087
H 0.0144 0.0472 -0.0104
H 0.0042 -0.0203 0.0610
H -0.0432 0.0120 -0.0236
C 0.1066 0.0676 0.1095
C -0.0785 -0.1923 -0.1490
C -0.1358 0.4078 0.1589
N -0.0824 -0.0866 -0.2931
C 0.0446 -0.2644 -0.3091
S 0.0884 0.0514 0.4754
N -0.1807 0.2763 0.1737
C -0.0359 -0.0477 -0.1312
O 0.0686 -0.0132 0.0461
C -0.2280 -0.0034 0.0444
C 0.1793 0.0920 0.1359
C -0.0926 0.0196 0.0035
C 0.0785 0.0440 -0.0125
C -0.0397 -0.0334 -0.0017
C 0.1106 -0.0305 0.0440
H -0.0417 -0.0387 -0.0494
H -0.0199 -0.0144 -0.0360
H -0.0115 -0.0215 -0.0490
H 0.0959 -0.0050 0.0084
H 0.0042 0.0711 0.0711
H 0.0514 -0.0561 -0.0072
H 0.0255 -0.1304 -0.0163
H 0.0202 -0.0922 -0.0577
H 0.0899 -0.0427 -0.0409
H 0.0153 -0.0060 0.0598
H 0.0208 0.0001 -0.0101
H 0.0015 -0.0064 0.0168
H 0.0140 0.0032 -0.0011
H -0.0026 0.0045 0.0074

Density functional theory data (ωB97M-V/def2-TZVPD) for C28H36Cl2IrN4S2 as an isolated structure at a distorted geometry.

Summary:
Total charge   +1
Kohn-Sham gap (alpha / beta)   4.3 / 4.5 eV
Strongest force on any atom   0.096 hartree/bohr
DFT total energy   -3127.65376 hartree
E_HOMO (alpha / beta)   -9.589 / -9.590 eV

Last column: Mulliken charge in e.
Geometry (Å):
Ir -0.2822 -0.4461 0.5427  0.72
C 1.1693 1.4892 3.6693  -1.54
C 1.0865 2.2768 2.3513  0.27
C 0.0338 1.8130 1.4749  -1.38
C 2.2708 2.2018 1.3981  1.12
C 3.1251 3.2921 1.3167  -0.93
C 4.2498 3.2319 0.5148  -1.53
C 4.4751 2.0984 -0.2457  -0.46
C 3.6127 1.0040 -0.2193  0.63
C 3.8722 -0.1276 -1.2025  0.70
C 5.1785 -0.8638 -0.8966  -1.44
C 3.8869 0.4037 -2.6396  -1.54
C 2.5173 1.0499 0.6580  -0.48
N 1.6842 -0.1120 0.7563  0.35
C 2.3503 -1.1957 1.1110  -0.31
C 1.7039 -2.4176 1.0638  0.18
C 2.1064 -3.7388 1.2382  -1.70
C 1.0203 -4.5200 0.8710  -0.41
C -0.0221 -3.6651 0.4822  -0.42
N 0.3848 -2.3773 0.6075  0.41
C -1.3835 -4.0824 -0.0075  2.64
C -1.6225 -3.4918 -1.4061  -1.32
C -2.4377 -3.6164 1.0090  -1.52
C -1.4613 -5.6068 -0.1171  -2.28
H 0.2269 1.5556 4.2098  0.44
H 1.9635 1.9241 4.2745  0.41
H 1.3911 0.4397 3.4821  0.21
H 0.9169 3.3322 2.5970  0.71
H -0.4028 1.0674 -0.1882  0.34
H -1.1647 3.5476 -0.1919  0.07
H -1.8480 0.9332 1.7806  0.37
H 2.9119 4.1757 1.9050  0.49
H 4.9359 4.0663 0.4713  0.40
H 5.3397 2.0643 -0.8958  0.39
H 3.0511 -0.8423 -1.1488  0.23
H 6.0377 -0.2068 -1.0448  0.34
H 5.2964 -1.7182 -1.5632  0.43
H 5.2240 -1.2295 0.1303  0.32
H 4.7243 1.0809 -2.8123  0.33
H 2.9656 0.9404 -2.8718  0.36
H 3.9846 -0.4257 -3.3408  0.44
H 3.3838 -1.1076 1.4248  0.80
H 3.0736 -4.0713 1.5800  0.51
H 0.9804 -5.5954 0.8668  0.58
H -1.3545 -2.4370 -1.4583  0.03
H -2.6736 -3.5892 -1.6822  0.40
H -1.0226 -4.0262 -2.1457  0.43
H -2.3262 -2.5643 1.2672  0.19
H -2.3522 -4.1938 1.9311  0.38
H -3.4430 -3.7569 0.6073  0.42
H -0.7126 -5.9967 -0.8082  0.46
H -2.4451 -5.8928 -0.4916  0.45
H -1.3226 -6.0864 0.8527  0.45
Cl -1.6246 2.2419 0.8639  0.06
C -2.5666 3.3240 1.7330  -0.64
C -3.7876 3.8245 1.8062  -0.13
C -4.9907 4.0336 1.0002  -0.52
C -5.5727 3.6386 -0.1491  -0.33
C -5.3641 2.6663 -1.2323  0.82
Cl -6.7226 2.8643 -2.3837  -0.25
C -4.4798 1.7708 -1.6508  -0.86
S -3.6118 -0.8634 -0.5599  -0.24
H -3.8943 4.3659 2.7468  0.30
H -5.5924 4.7885 1.4940  0.23
H -6.4766 4.2028 -0.3457  0.33
N -2.5477 0.0883 -3.2682  -0.24
C -2.2948 1.0837 -2.4737  0.91
N -1.6593 2.1844 -2.8023  -0.27
S -3.1698 1.0200 -0.8349  0.04
H -2.4423 0.1415 -4.2687  0.25
H -3.0790 -0.6831 -2.8562  0.10
H -1.4367 2.3924 -3.7635  0.23
H -1.5446 2.9279 -2.1217  0.06

Force components x, y, z for each atom (eV/Å):
Ir 1.8481 3.7384 1.2359
C 0.0552 -0.3747 -0.1235
C -0.4247 0.9032 -0.2087
C -2.1807 -4.3824 0.4208
C 0.1279 0.0067 0.3239
C -0.0192 0.1497 -0.0427
C -0.0481 -0.0229 0.0475
C -0.0029 -0.0541 0.0486
C 0.0958 0.1227 -0.1772
C -0.0263 -0.0255 -0.0246
C 0.0350 0.0117 0.0130
C -0.0297 0.0061 -0.0114
C -0.1930 -0.0772 -0.7403
N 0.7058 -0.6467 0.5533
C -0.1295 -0.2740 0.1304
C -0.1209 0.3196 -0.2022
C -0.0431 -0.0785 0.0043
C 0.1050 -0.0303 0.0308
C 0.0279 0.0126 0.1207
N -0.6134 -0.3433 -0.3563
C 0.0142 0.0285 -0.0188
C 0.0478 0.0108 -0.0401
C 0.0162 0.0482 0.0476
C -0.0306 -0.0189 0.0120
H 0.0032 0.0504 -0.0063
H 0.0119 0.0155 -0.0352
H -0.0048 0.0103 0.0031
H -0.0661 0.0010 -0.0240
H 0.5958 -1.8503 -0.7370
H -0.4728 -0.7900 0.7674
H 1.0212 0.4571 -0.0267
H 0.0146 0.0140 -0.0109
H -0.0018 0.0074 0.0056
H -0.0103 0.0144 -0.0206
H 0.0015 -0.0050 0.0573
H -0.0022 -0.0006 0.0048
H 0.0022 0.0058 -0.0143
H -0.0255 -0.0077 -0.0027
H -0.0001 -0.0017 0.0069
H -0.0014 -0.0037 0.0047
H 0.0043 -0.0048 -0.0001
H 0.0306 -0.0025 -0.1093
H -0.0075 0.0001 0.0190
H 0.0005 -0.0001 -0.0007
H -0.0328 0.0171 0.0246
H -0.0017 -0.0455 -0.0152
H 0.0167 0.0058 0.0151
H 0.0016 0.0041 -0.0196
H 0.0020 -0.0058 -0.0107
H -0.0033 -0.0491 0.0073
H -0.0113 0.0032 -0.0089
H -0.0037 0.0059 0.0005
H -0.0128 0.0041 -0.0007
Cl -0.7931 4.2944 -0.0165
C 1.5903 -1.2545 0.2574
C -0.2852 0.1069 -0.0987
C -0.1390 -0.1476 -0.2026
C -0.1285 -0.0567 0.2769
C 0.4823 0.0285 0.0633
Cl 0.0303 0.1182 -0.1345
C -0.4250 -0.6140 -0.2687
S 0.5517 -0.1624 0.4229
H 0.0480 0.1082 -0.0695
H -0.0022 0.0474 -0.0300
H -0.0129 -0.0523 0.0968
N 0.3759 -0.1414 0.0555
C -0.6224 -0.0465 -0.2000
N 0.1203 -0.0267 0.0948
S -1.0307 0.9651 -1.0714
H 0.0660 -0.0508 -0.0237
H -0.0807 0.0258 -0.0539
H 0.0545 0.0229 -0.0103
H -0.0644 -0.0436 -0.0045

Density functional theory data (ωB97M-V/def2-TZVPD) for C28H36Cl2LiN8O7 as an isolated structure at a distorted geometry.

Summary:
Total charge   -1
Kohn-Sham gap   6.1 eV
Strongest force on any atom   0.044 hartree/bohr
DFT total energy   -2981.38990 hartree
E_HOMO   -4.488 eV

Last column: Mulliken charge in e.
Geometry (Å):
Li 0.5675 0.0820 -1.1257  1.23
Cl 1.7230 4.7105 -1.0653  -0.28
C 2.8674 3.3713 -1.2258  0.58
C 4.2117 3.6496 -0.9597  -0.77
C 5.1698 2.6669 -1.0366  0.52
Cl 6.8541 3.1058 -0.7407  -0.32
C 4.8262 1.3533 -1.4239  0.08
C 5.6776 0.2583 -1.5462  -0.66
C 5.2103 -0.9809 -1.8593  -1.00
C 3.8195 -1.1454 -2.0570  -0.17
N 2.9797 -0.1386 -1.9932  -0.10
C 3.4340 1.0852 -1.6884  0.39
C 2.3836 2.1163 -1.6022  -0.05
O 1.1667 1.8152 -1.8395  -1.04
H 4.4909 4.6477 -0.7368  0.50
H 6.7357 0.3983 -1.2956  0.33
H 5.8771 -1.8052 -1.9578  0.44
H 3.4271 -2.1177 -2.2490  0.47
N -1.4928 0.8546 -1.4614  -0.36
C -2.3514 0.9480 -0.2509  2.14
C -3.7466 1.5679 -0.4566  -1.22
C -3.7976 3.1066 -0.4806  -0.58
C -3.9637 3.7674 0.9007  -1.21
N -3.1714 3.2264 1.9874  -0.05
C -1.8270 3.3695 2.1217  0.08
N -1.0985 2.7241 2.9651  -0.58
N -1.2346 4.2595 1.2674  -0.35
C -2.5255 -0.5728 0.2331  -0.02
O -3.1471 -1.2773 -0.5834  -0.84
O -1.9229 -0.8789 1.2581  -0.61
H -1.1216 1.7507 -1.7683  0.17
H -2.0170 0.4178 -2.2129  0.02
H -1.7892 1.4677 0.4990  -0.91
H -4.4296 1.2085 0.3223  0.51
H -4.1874 1.1582 -1.3590  0.48
H -4.6756 3.3991 -1.0550  0.43
H -2.9511 3.5258 -0.9975  0.29
H -5.0200 3.7514 1.2210  0.44
H -3.7531 4.8284 0.8157  0.35
H -3.5460 2.4137 2.4402  0.31
H -1.5703 2.0851 3.5929  0.22
H 0.0208 2.1154 2.1715  0.15
H -1.6153 4.4018 0.3568  0.21
H -0.2334 4.2681 1.2657  0.27
C -2.0537 -5.2838 -2.1215  -1.01
C -1.0561 -4.6804 -3.1043  -0.95
N -0.5942 -3.3675 -2.7185  0.26
C -1.4913 -2.2296 -2.9851  0.03
C -0.9405 -1.2574 -4.0239  -1.20
C 0.4227 -3.2034 -1.8344  0.68
C 1.2176 -4.4393 -1.5347  -1.94
N 0.7021 -2.0500 -1.3586  0.24
H -2.4250 -6.2295 -2.4941  0.43
H -2.9019 -4.5775 -1.9207  0.30
H -1.6359 -5.4771 -1.1167  0.25
H -1.4804 -4.5643 -4.0923  0.50
H -0.2200 -5.3780 -3.2735  0.40
H -1.7719 -1.7579 -2.0159  -0.30
H -2.4456 -2.6441 -3.3429  0.39
H 0.0056 -0.8349 -3.6449  0.10
H -1.6433 -0.4490 -4.2098  0.37
H -0.7443 -1.7744 -4.9592  0.39
H 0.5539 -5.2340 -1.2202  0.47
H 1.9395 -4.2447 -0.7404  0.40
H 1.7392 -4.8056 -2.4466  0.30
H 1.4569 -2.1305 -0.6670  -0.13
O 0.6435 1.7037 1.4268  -0.24
C 1.0211 0.4635 1.5956  0.48
O 1.4646 -0.2059 0.7018  -0.53
C 0.8918 -0.0379 3.0292  -0.16
C 0.0699 -1.1401 3.3328  -0.31
C -0.2072 -1.4333 4.6666  -0.62
C 0.3469 -0.6342 5.6532  0.01
C 1.2233 0.4234 5.3564  -0.52
C 1.4875 0.7103 4.0335  -0.14
N 0.0166 -0.8717 7.0461  1.01
O -0.6398 -1.8434 7.3160  -0.63
O 0.3864 -0.0712 7.8681  -0.63
H -0.4400 -1.7220 2.5675  0.43
H -0.8724 -2.2625 4.8856  0.46
H 1.6239 1.0099 6.1669  0.45
H 2.0966 1.5655 3.7887  0.46

Force components x, y, z for each atom (eV/Å):
Li 0.0189 -0.0417 -0.3425
Cl 0.1622 -0.3141 -0.0236
C -0.1239 0.5181 0.0840
C -0.0418 -1.0528 -0.3425
C 0.0841 0.4448 -0.1220
Cl -0.2456 -0.1666 -0.0302
C -1.5925 0.0978 -0.0607
C 1.3679 0.0664 0.5296
C -0.9773 0.2634 -0.1559
C 0.8320 0.8745 0.1206
N 0.0419 -0.4894 0.0847
C 0.4013 0.4704 0.1247
C -0.6287 -0.5732 -0.1566
O 0.7948 0.3836 0.2583
H 0.2315 0.7180 0.3005
H -0.3386 -0.0323 -0.2886
H 0.3509 -0.5451 0.0297
H -0.4259 -0.5879 -0.2338
N -0.2865 0.2416 0.5249
C -0.5409 -1.4235 -0.4354
C 0.2548 0.3231 0.2262
C -0.7011 -0.5297 0.3914
C -0.3724 0.1864 -0.0969
N -0.2414 0.0120 0.1756
C -0.3376 0.0398 -0.6993
N 0.6275 -0.0145 0.4217
N 0.0113 0.1104 0.4524
C 0.3134 1.5679 -1.6121
O -0.5299 -0.3087 0.0793
O 0.3406 -0.3927 1.3438
H -0.0635 -0.0527 0.0092
H 0.0272 0.0647 0.1200
H 0.3013 0.2972 0.3706
H 0.1319 0.0148 0.1829
H 0.1274 -0.0572 -0.3329
H -0.0649 0.2217 -0.1387
H 0.5431 0.0613 -0.3189
H 0.3914 -0.3444 -0.1124
H 0.1785 0.2862 0.0118
H -0.0017 -0.1707 0.0567
H -0.2949 0.1375 -0.1590
H 0.2332 -0.3250 0.0313
H -0.2996 -0.0617 -0.2827
H 0.3746 -0.1092 0.0940
C -0.6256 0.7102 0.7228
C 0.3015 -0.2945 0.0397
N -0.0927 0.3761 -0.2413
C -0.6337 -0.1560 0.5039
C 0.6036 -0.1389 0.7170
C 0.0809 0.1115 -0.2179
C 0.4483 -0.3144 -0.2284
N 0.2695 0.1179 0.6524
H -0.2840 -0.2235 -0.1421
H 0.6132 -0.6206 -0.3929
H 0.1509 0.1306 -0.5016
H -0.4782 -0.0586 -0.2368
H -0.1558 0.3270 0.2135
H 0.4234 -0.1540 -0.7325
H 0.2504 -0.0473 0.0058
H -0.3364 -0.0231 -0.2869
H -0.0734 0.0892 -0.0400
H 0.0425 -0.0401 -0.2029
H -0.0025 -0.2628 0.2111
H -0.0191 -0.0056 -0.1560
H -0.1859 0.3102 0.5704
H -0.2878 0.1363 -0.4053
O 0.1260 0.1452 -0.2301
C -0.4523 0.3918 1.3461
O 0.2813 -0.6460 -0.7090
C -0.5982 -0.4297 -0.5967
C 0.2524 0.3275 0.1788
C 0.0853 -0.0220 -0.3957
C 0.7538 0.5781 -0.6963
C -0.6092 -0.6763 0.3128
C -0.2305 0.0234 0.2463
N -0.1138 0.0821 -0.1937
O -0.5906 -1.0319 0.1146
O 0.4886 0.7604 0.6443
H 0.2565 0.3681 -0.0784
H 0.1331 0.2367 0.2195
H 0.0700 0.0353 0.0103
H 0.1057 0.0795 -0.1036

> Look up the DFT total energy of the third one.

-2981.38990 hartree

> The highest DFT total energy belongs to which entry?

C28H36BN9OPdS2Si

> DFT total energy of number 2 (C28H36Cl2IrN4S2)?

-3127.65376 hartree